Density functional theory data (wB97M-V/def2-TZVPD) for a 3-piece molecular cluster, C4H9I2N overall at a distorted geometry.

```
16
C4H9I2N | the OMol25 dataset | wB97M-V/def2-TZVPD
H -0.95 0.20 -2.77
N -0.69 -0.27 -1.96
C -0.89 0.06 -0.81
I -2.01 1.75 0.09
H -0.84 -0.71 -0.15
C 1.62 -1.51 1.09
C 1.52 -0.19 1.04
C 2.25 0.80 0.15
H 1.13 -2.02 1.81
H 2.31 -2.06 0.52
H 0.82 0.24 1.80
H 3.26 0.44 -0.07
H 2.03 1.85 0.54
H 1.64 0.71 -0.84
I -5.58 -0.46 0.03
H -5.62 1.19 -0.47
```

As for the SMILES: [H]/N=C\I.C=CC.I. The electronic energy comes out at -21982.5648 eV. The value obtained for the largest force on an atom is 3.61 eV/Å. The value obtained for the relative energy (zero: lowest compared OMol25 entry of this formula, charge and spin) is 30.4 kcal per mole. For the highest occupied orbital energy, the calculation gives -9.466 eV. Its gap between HOMO and LUMO is 9.5 eV.

Mulliken population analysis, charges in e, atoms 1 to 8: atom 1 (H): 0.269, atom 2 (N): -0.378, atom 3 (C): -0.397, atom 4 (I): -0.054, atom 5 (H): 0.535, atom 6 (C): -0.838, atom 7 (C): -0.056, atom 8 (C): -0.779



Density functional theory data (wB97M-V/def2-TZVPD) for a 2-piece molecular cluster, C4H9IN overall at a distorted geometry.

```
15
C4H9IN | the OMol25 dataset | wB97M-V/def2-TZVPD
C -0.97 -0.92 -1.64
C 1.26 0.81 -1.43
C -1.65 -1.80 -0.95
C 1.61 1.65 -0.47
N 0.42 -0.47 -1.35
I 0.09 -0.02 3.78
H -1.24 -0.70 -2.63
H 1.52 0.73 -2.45
H -1.39 0.22 4.00
H -1.20 -2.24 -0.09
H -2.61 -2.12 -1.32
H 1.18 1.72 0.63
H 2.11 2.50 -0.94
H 0.54 -0.83 -0.45
H 1.06 -1.10 -1.88
```

Its net charge is +1. The electronic energy comes out at -13874.6795 eV. The value obtained for the largest force on an atom is 2.76 eV/Å. The value obtained for the relative energy (zero: lowest compared OMol25 entry of this formula, charge and spin) is 74.3 kcal per mole. For the highest occupied orbital energy, the calculation gives -12.978 eV. Its gap between HOMO and LUMO is 9.6 eV.

Mulliken population analysis, charges in e, atoms 1 to 8: atom 1 (C): -0.002, atom 2 (C): -0.048, atom 3 (C): -0.648, atom 4 (C): -0.557, atom 5 (N): -0.217, atom 6 (I): -0.103, atom 7 (H): 0.371, atom 8 (H): 0.356



Density functional theory data (wB97M-V/def2-TZVPD) for a 3-piece molecular cluster, C4H9IN overall at a distorted geometry.

```
15
C4H9IN | the OMol25 dataset | wB97M-V/def2-TZVPD
C 1.73 0.34 2.29
C -1.19 0.22 -0.34
C 2.54 -0.59 2.35
C -1.75 -0.65 -1.17
N -1.48 1.53 -0.39
I -2.48 -2.10 2.53
H 1.09 1.15 2.30
H -0.39 -0.03 0.39
H -3.41 -3.35 2.97
H 3.47 -0.28 2.90
H 2.38 -1.75 2.24
H -2.52 -0.44 -1.98
H -1.63 -1.74 -1.12
H -0.95 2.21 0.08
H -1.97 1.98 -1.11
```

Its net charge is +1. The electronic energy comes out at -13871.8474 eV. The value obtained for the largest force on an atom is 4.76 eV/Å. The value obtained for the relative energy (zero: lowest compared OMol25 entry of this formula, charge and spin) is 139.6 kcal per mole. For the highest occupied orbital energy (alpha / beta), the calculation gives -13.132 / -10.921 eV. Its gap between HOMO and LUMO (alpha / beta) is 9.6 / 3.1 eV.

Mulliken population analysis, charges in e, atoms 1 to 8: atom 1 (C): -0.295, atom 2 (C): 0.477, atom 3 (C): -0.509, atom 4 (C): -0.789, atom 5 (N): -0.249, atom 6 (I): -0.089, atom 7 (H): 0.483, atom 8 (H): 0.284



Density functional theory data (wB97M-V/def2-TZVPD) for C4H9IN as an isolated structure at a distorted geometry.

```
15
C4H9IN | the OMol25 dataset | wB97M-V/def2-TZVPD
C -0.34 0.35 0.60
C 0.96 -0.23 -0.20
C -0.93 1.55 -0.17
C 1.99 -1.16 0.31
N -0.41 -0.91 -0.19
I 3.68 0.17 0.01
H -0.50 0.20 1.61
H 1.05 0.13 -1.26
H -1.73 2.22 0.22
H -1.18 1.44 -1.27
H -0.22 2.36 -0.35
H 2.06 -2.10 -0.21
H 1.90 -1.19 1.40
H -0.75 -1.72 0.32
H -0.88 -0.67 -1.07
```

Its net charge is +1. The electronic energy comes out at -13875.6557 eV. The value obtained for the largest force on an atom is 5.68 eV/Å. The value obtained for the relative energy (zero: lowest compared OMol25 entry of this formula, charge and spin) is 51.8 kcal per mole. For the highest occupied orbital energy, the calculation gives -13.305 eV. Its gap between HOMO and LUMO is 9.8 eV.

Mulliken population analysis, charges in e, atoms 1 to 8: atom 1 (C): -0.009, atom 2 (C): -0.073, atom 3 (C): -1.238, atom 4 (C): -0.953, atom 5 (N): -0.228, atom 6 (I): 0.139, atom 7 (H): 0.515, atom 8 (H): 0.429



Density functional theory data (wB97M-V/def2-TZVPD) for a 2-piece molecular cluster, C4H9IN2 overall.

```
16
C4H9IN2 | the OMol25 dataset | wB97M-V/def2-TZVPD
C 1.88 2.16 0.59
C 2.12 1.16 -0.23
C -1.16 -0.85 -0.81
C -1.40 0.63 -0.63
N -1.27 -2.92 0.31
N -1.31 -1.51 0.29
I 3.74 -0.17 0.01
H 2.49 2.40 1.44
H 1.03 2.79 0.40
H 1.51 0.92 -1.08
H -0.97 1.18 -1.46
H -1.01 1.01 0.31
H -2.48 0.80 -0.64
H -1.07 -3.23 -0.64
H -0.53 -3.24 0.93
H -1.58 -1.13 1.21
```

The electronic energy comes out at -15371.1236 eV. The value obtained for the largest force on an atom is 0.69 eV/Å. The value obtained for the relative energy (zero: lowest compared OMol25 entry of this formula, charge and spin) is 33.1 kcal per mole. For the highest occupied orbital energy, the calculation gives -8.290 eV. Its gap between HOMO and LUMO is 8.9 eV.

Mulliken population analysis, charges in e, atoms 1 to 8: atom 1 (C): -0.592, atom 2 (C): -0.345, atom 3 (C): -0.348, atom 4 (C): -0.712, atom 5 (N): -0.736, atom 6 (N): 0.077, atom 7 (I): 0.036, atom 8 (H): 0.251



Density functional theory data (wB97M-V/def2-TZVPD) for a 2-piece molecular cluster, C4H9INO overall at a distorted geometry.

```
16
C4H9INO | the OMol25 dataset | wB97M-V/def2-TZVPD
C 0.72 1.61 0.44
C -0.34 0.57 0.38
C 1.63 0.67 -0.36
C 0.84 -1.64 -0.04
N 0.70 -0.36 -0.01
O -0.13 -2.40 0.24
I -4.35 0.75 -0.45
H 0.46 2.53 -0.31
H 1.05 1.89 1.41
H -0.89 0.34 1.29
H -1.16 0.71 -0.40
H 1.47 0.91 -1.43
H 2.69 0.56 -0.15
H 1.79 -1.98 -0.50
H -4.52 -0.78 -0.19
H 0.02 -3.39 0.07
```

Its net charge is +1. The electronic energy comes out at -15918.9941 eV. The value obtained for the largest force on an atom is 9.73 eV/Å. The value obtained for the relative energy (zero: lowest compared OMol25 entry of this formula, charge and spin) is 27.5 kcal per mole. For the highest occupied orbital energy (alpha / beta), the calculation gives -10.626 / -12.956 eV. Its gap between HOMO and LUMO (alpha / beta) is 7.6 / 4.6 eV. The multiplicity is 3.

Mulliken population analysis, charges in e, atoms 1 to 8: atom 1 (C): -0.528, atom 2 (C): -0.248, atom 3 (C): -0.543, atom 4 (C): -0.034, atom 5 (N): 0.182, atom 6 (O): -0.381, atom 7 (I): -0.055, atom 8 (H): 0.261



Density functional theory data (wB97M-V/def2-TZVPD) for a 2-piece molecular cluster, C4H9INO overall at a distorted geometry.

```
16
C4H9INO | the OMol25 dataset | wB97M-V/def2-TZVPD
C -0.75 -1.47 -0.52
C -0.85 -1.35 1.03
C -0.65 0.73 0.16
C -0.77 2.22 0.27
N -0.53 -0.07 -0.87
O -1.02 0.06 1.22
I 4.15 -0.11 -0.48
H 0.20 -1.95 -0.76
H -1.55 -1.72 -1.13
H -1.74 -2.03 1.25
H 0.14 -1.74 1.67
H -1.62 2.59 0.91
H -0.62 2.54 -0.76
H 0.18 2.57 0.77
H -0.09 0.40 -1.66
H 5.52 -0.68 -1.09
```

Its net charge is +1. The electronic energy comes out at -15919.3107 eV. The value obtained for the largest force on an atom is 4.95 eV/Å. The value obtained for the relative energy (zero: lowest compared OMol25 entry of this formula, charge and spin) is 20.2 kcal per mole. For the highest occupied orbital energy (alpha / beta), the calculation gives -7.964 / -13.885 eV. Its gap between HOMO and LUMO (alpha / beta) is 4.4 / 6.8 eV. The multiplicity is 3.

Mulliken population analysis, charges in e, atoms 1 to 8: atom 1 (C): -0.484, atom 2 (C): -0.281, atom 3 (C): 0.535, atom 4 (C): -0.982, atom 5 (N): -0.081, atom 6 (O): -0.270, atom 7 (I): 0.107, atom 8 (H): 0.297



Density functional theory data (wB97M-V/def2-TZVPD) for C4H9N in the gas phase at a distorted geometry.

```
14
C4H9N | the OMol25 dataset | wB97M-V/def2-TZVPD
N 2.10 0.33 0.25
C 0.98 -0.55 -0.13
C -0.29 -0.09 0.61
C -1.23 0.89 -0.17
C -1.54 -0.59 0.05
H 2.92 -0.07 -0.28
H 1.88 1.23 -0.19
H 0.75 -0.54 -1.21
H 1.22 -1.57 0.10
H -0.15 0.10 1.66
H -1.72 1.56 0.59
H -1.02 1.23 -1.17
H -2.42 -0.71 0.66
H -1.45 -1.23 -0.77
```

As for the SMILES: NCC1CC1. The electronic energy comes out at -5782.7794 eV. The value obtained for the largest force on an atom is 2.27 eV/Å. The value obtained for the relative energy (zero: lowest compared OMol25 entry of this formula, charge and spin) is 23.8 kcal per mole. For the highest occupied orbital energy, the calculation gives -9.575 eV. Its gap between HOMO and LUMO is 10.7 eV.

Mulliken population analysis, charges in e, atoms 1 to 8: atom 1 (N): -0.667, atom 2 (C): -0.606, atom 3 (C): -0.108, atom 4 (C): -0.534, atom 5 (C): -0.671, atom 6 (H): 0.252, atom 7 (H): 0.247, atom 8 (H): 0.254



Density functional theory data (wB97M-V/def2-TZVPD) for a 2-piece molecular cluster, C4H9N overall at a distorted geometry.

```
14
C4H9N | the OMol25 dataset | wB97M-V/def2-TZVPD
C -0.58 1.94 -0.54
C 0.58 1.28 -0.64
C 1.06 0.26 0.28
C 2.35 -0.10 0.22
H -1.27 1.70 0.26
H -0.82 2.76 -1.20
H 1.26 1.55 -1.44
H 0.36 -0.26 0.92
H 2.80 -0.75 0.94
H 2.98 0.33 -0.56
N -2.14 -2.07 0.73
H -3.10 -1.95 0.42
H -1.60 -1.65 -0.03
H -1.88 -3.04 0.64
```

As for the SMILES: C=CC=C.N. The electronic energy comes out at -5782.6874 eV. The value obtained for the largest force on an atom is 1.06 eV/Å. The value obtained for the relative energy (zero: lowest compared OMol25 entry of this formula, charge and spin) is 25.9 kcal per mole. For the highest occupied orbital energy, the calculation gives -8.885 eV. Its gap between HOMO and LUMO is 10.0 eV.

Mulliken population analysis, charges in e, atoms 1 to 8: atom 1 (C): -0.795, atom 2 (C): -0.043, atom 3 (C): 0.087, atom 4 (C): -0.849, atom 5 (H): 0.262, atom 6 (H): 0.262, atom 7 (H): 0.220, atom 8 (H): 0.342



Density functional theory data (wB97M-V/def2-TZVPD) for C4H9N in the gas phase at a distorted geometry.

```
14
C4H9N | the OMol25 dataset | wB97M-V/def2-TZVPD
N 1.89 -0.08 0.07
C 0.56 0.04 -0.32
C -0.44 -1.08 0.06
C -1.56 -0.07 -0.02
C -0.54 1.11 0.13
H 1.92 -0.12 1.09
H 2.38 0.76 -0.33
H 0.46 0.02 -1.39
H -0.37 -1.95 -0.56
H -0.26 -1.40 1.10
H -2.28 -0.20 0.84
H -2.05 0.02 -1.00
H -0.46 1.40 1.20
H -0.74 1.98 -0.51
```

As for the SMILES: NC1CCC1. The electronic energy comes out at -5782.8842 eV. The value obtained for the largest force on an atom is 3.11 eV/Å. The value obtained for the relative energy (zero: lowest compared OMol25 entry of this formula, charge and spin) is 21.4 kcal per mole. For the highest occupied orbital energy, the calculation gives -9.095 eV. Its gap between HOMO and LUMO is 10.3 eV.

Mulliken population analysis, charges in e, atoms 1 to 8: atom 1 (N): -0.560, atom 2 (C): -0.201, atom 3 (C): -0.647, atom 4 (C): -0.457, atom 5 (C): -0.629, atom 6 (H): 0.268, atom 7 (H): 0.262, atom 8 (H): 0.330



Please write out number 9 again, unchanged.
Density functional theory data (wB97M-V/def2-TZVPD) for a 2-piece molecular cluster, C4H9N overall at a distorted geometry.

```
14
C4H9N | the OMol25 dataset | wB97M-V/def2-TZVPD
C -0.58 1.94 -0.54
C 0.58 1.28 -0.64
C 1.06 0.26 0.28
C 2.35 -0.10 0.22
H -1.27 1.70 0.26
H -0.82 2.76 -1.20
H 1.26 1.55 -1.44
H 0.36 -0.26 0.92
H 2.80 -0.75 0.94
H 2.98 0.33 -0.56
N -2.14 -2.07 0.73
H -3.10 -1.95 0.42
H -1.60 -1.65 -0.03
H -1.88 -3.04 0.64
```

As for the SMILES: C=CC=C.N. The electronic energy comes out at -5782.6874 eV. The value obtained for the largest force on an atom is 1.06 eV/Å. The value obtained for the relative energy (zero: lowest compared OMol25 entry of this formula, charge and spin) is 25.9 kcal per mole. For the highest occupied orbital energy, the calculation gives -8.885 eV. Its gap between HOMO and LUMO is 10.0 eV.

Mulliken population analysis, charges in e, atoms 1 to 8: atom 1 (C): -0.795, atom 2 (C): -0.043, atom 3 (C): 0.087, atom 4 (C): -0.849, atom 5 (H): 0.262, atom 6 (H): 0.262, atom 7 (H): 0.220, atom 8 (H): 0.342